P | A structure of composition C23H21BFFeN7O3, computed with ωB97M-V/def2-TZVPD.

Last column: Löwdin spin population.
Cartesian coordinates (Å):
Fe -0.03 0.20 -0.01  4.31
C 4.33 -0.34 -0.66  0.01
C 3.09 -0.02 -1.18  0.01
N 2.21 0.15 -0.19  0.07
N 2.86 -0.05 0.97  0.00
C 4.14 -0.34 0.71  0.01
B 2.19 -0.01 2.36  0.00
N 1.39 1.29 2.51  0.00
C 1.56 2.28 3.39  0.01
C 0.60 3.25 3.15  0.01
C -0.13 2.77 2.07  0.01
N 0.36 1.59 1.70  0.09
N 1.20 -1.19 2.45  0.01
C 1.28 -2.29 3.22  0.01
C 0.17 -3.07 2.98  0.01
C -0.56 -2.37 2.03  0.01
N 0.07 -1.24 1.73  0.10
H 5.24 -0.55 -1.20  0.00
H 2.80 0.12 -2.21  0.00
H 4.84 -0.53 1.50  0.00
H 3.01 -0.09 3.20  0.00
H 2.32 2.24 4.14  0.00
H 0.46 4.18 3.67  0.00
H -0.96 3.20 1.55  0.00
H 2.11 -2.45 3.88  0.00
H -0.08 -4.02 3.42  0.00
H -1.50 -2.61 1.57  0.00
C -3.57 -0.03 -6.41  0.00
C -3.61 -1.47 -5.89  0.00
C -2.93 -2.36 -6.92  0.00
C -2.81 -3.79 -6.41  0.00
C -1.99 -3.76 -5.16  0.00
C -1.11 -4.78 -4.86  0.00
C -0.33 -4.71 -3.71  0.00
F 0.56 -5.68 -3.47  0.00
C -0.47 -3.68 -2.82  0.00
C -1.36 -2.65 -3.10  0.01
C -1.48 -1.56 -2.14  0.01
O -0.79 -1.58 -1.09  0.09
C -2.42 -0.56 -2.50  0.01
C -3.11 -0.63 -3.68  0.00
N -2.94 -1.59 -4.59  0.01
C -2.11 -2.65 -4.30  0.00
C -2.66 0.68 -1.62  0.01
O -3.75 1.21 -1.66  0.02
O -1.63 1.03 -0.96  0.17
H -3.89 -0.02 -7.44  0.00
H -2.55 0.36 -6.36  0.00
H -4.23 0.64 -5.86  0.00
H -4.65 -1.78 -5.76  0.00
H -1.94 -1.97 -7.14  0.00
H -3.51 -2.33 -7.84  0.00
H -2.35 -4.43 -7.16  0.00
H -3.80 -4.20 -6.20  0.00
H -1.00 -5.62 -5.52  0.00
H 0.10 -3.65 -1.90  0.00
H -3.82 0.15 -3.90  0.00

Output
Molar mass   529.12 g/mol
HOMO energy (alpha / beta)   -11.375 / -11.357 eV
Multiplicity   6
Charge   +1
HOMO-LUMO gap (alpha / beta)   8.488 / 5.774 eV

=====

Q | A structure of composition C23H21BFFeN7O3, computed with ωB97M-V/def2-TZVPD.

Last column: Löwdin spin population.
Cartesian coordinates (Å):
Fe 0.06 -0.13 0.09  3.70
C 4.09 -1.61 0.14  0.00
C 3.20 -0.63 -0.29  0.01
N 1.97 -0.90 0.12  0.04
N 2.03 -2.06 0.83  0.00
C 3.30 -2.49 0.85  0.01
B 0.80 -2.71 1.50  0.00
N 0.11 -1.74 2.47  0.00
C -0.28 -1.96 3.74  0.01
C -0.91 -0.83 4.21  0.00
C -0.86 0.06 3.14  0.01
N -0.25 -0.49 2.10  0.04
N -0.23 -3.02 0.36  0.00
C -0.89 -4.11 0.18  0.02
C -1.94 -4.26 -0.80  0.01
C -2.68 -3.25 -1.32  0.08
N -2.57 -1.91 -1.03  0.55
H 5.15 -1.67 -0.04  0.00
H 3.40 0.25 -0.89  0.00
H 3.55 -3.40 1.37  0.00
H 1.12 -3.71 2.07  0.00
H -0.08 -2.91 4.21  0.00
H -1.33 -0.67 5.18  0.00
H -1.24 1.07 3.07  0.00
H -0.61 -4.94 0.82  0.00
H -2.21 -5.27 -1.07  0.00
H -3.46 -3.48 -2.04  0.02
C -7.72 0.36 0.10  0.00
C -6.94 1.64 0.34  0.00
C -7.51 2.77 -0.50  0.00
C -6.73 4.05 -0.28  0.00
C -5.28 3.83 -0.59  0.00
C -4.48 4.85 -1.04  0.00
C -3.12 4.63 -1.29  0.00
F -2.39 5.66 -1.73  0.00
C -2.54 3.41 -1.10  0.00
C -3.34 2.35 -0.66  0.00
C -2.72 1.06 -0.43  0.01
O -1.46 0.96 -0.53  0.06
C -3.58 0.02 -0.03  0.01
C -4.91 0.29 0.21  0.01
N -5.48 1.47 0.03  0.01
C -4.71 2.54 -0.41  0.00
C -3.13 -1.40 0.13  0.04
O -3.25 -2.02 1.16  0.14
O -0.45 -2.03 -0.49  0.20
H -8.79 0.59 0.15  0.00
H -7.54 -0.41 0.86  0.00
H -7.52 -0.05 -0.89  0.00
H -7.00 1.92 1.40  0.00
H -8.55 2.91 -0.21  0.00
H -7.50 2.48 -1.55  0.00
H -6.83 4.37 0.76  0.00
H -7.11 4.86 -0.89  0.00
H -4.89 5.84 -1.20  0.00
H -1.49 3.26 -1.29  0.00
H -5.54 -0.51 0.57  0.00

Output
Molar mass   529.12 g/mol
HOMO energy (alpha / beta)   -11.459 / -11.399 eV
Multiplicity   6
Charge   +1
HOMO-LUMO gap (alpha / beta)   8.430 / 7.012 eV

=====

It comes down to P, which is 57.1 kcal/mol more stable than the next structure.

=====

P | The ion C7H12 with charge +1, computed with ωB97M-V/def2-TZVPD.

Last column: Löwdin spin population.
Cartesian coordinates (Å):
C -0.54 -0.11 2.16  0.00
C 0.37 -0.54 1.00  0.04
C 0.02 0.06 -0.38  0.25
C 0.84 0.10 -1.46  0.37
C 2.22 -0.37 -1.69  0.06
C -2.51 0.32 -0.19  0.12
C -1.29 0.76 -0.47  0.05
H -0.35 0.96 2.48  0.00
H -0.22 -0.66 3.05  0.00
H -1.61 -0.04 1.92  0.00
H 0.64 -1.54 0.88  0.02
H 1.35 -0.34 1.15  0.02
H 0.61 0.68 -2.38  0.01
H 2.44 -0.47 -2.77  0.01
H 2.24 -1.31 -1.14  0.01
H 3.02 0.36 -1.48  0.03
H -3.41 1.00 -0.24  0.00
H -2.76 -0.66 0.27  0.00
H -1.09 1.78 -0.71  0.01

Output
Molar mass   96.17 g/mol
HOMO energy (alpha / beta)   -14.810 / -14.884 eV
Multiplicity   2
Charge   +1
HOMO-LUMO gap (alpha / beta)   10.502 / 6.831 eV

=====

Q | The ion C7H12 with charge +1, computed with ωB97M-V/def2-TZVPD.

Last column: Löwdin spin population.
Cartesian coordinates (Å):
C 0.38 -2.07 -0.82  0.00
C 0.35 -0.56 -1.20  0.06
C -0.06 0.49 -0.11  0.27
C -0.26 0.18 1.18  0.40
C 0.73 -0.53 2.10  0.07
C -1.44 2.43 -0.86  0.06
C -0.26 1.78 -0.72  0.04
H -0.75 -2.30 -0.65  0.00
H 0.84 -2.68 -1.57  0.00
H 0.98 -2.38 0.06  0.00
H 1.48 -0.08 -1.38  0.03
H -0.35 -0.33 -2.07  0.00
H -1.26 0.26 1.67  0.02
H 0.16 -1.23 2.72  0.01
H 1.58 -1.12 1.66  0.00
H 1.17 0.07 2.84  0.01
H -1.52 3.40 -1.43  0.01
H -2.37 2.22 -0.33  0.00
H 0.58 2.46 -1.09  0.00

Output
Molar mass   96.17 g/mol
HOMO energy (alpha / beta)   -13.987 / -14.521 eV
Multiplicity   2
Charge   +1
HOMO-LUMO gap (alpha / beta)   8.589 / 7.642 eV

=====

It comes down to P, which is 11.3 kcal/mol more stable than the next structure.

=====

P | A cluster of 2 separate species, CH2BrN2O3 in total, computed with ωB97M-V/def2-TZVPD.

Last column: Löwdin charge in e.
Cartesian coordinates (Å):
C 0.31 0.07 0.58  0.00
N -0.22 -0.46 1.56  -0.04
N 1.13 0.25 -0.47  0.08
O -0.68 -0.77 2.54  0.28
O -1.24 -1.39 -0.02  -0.72
O 0.80 1.09 -1.50  0.06
Br -2.32 -0.42 -0.78  1.01
H 2.07 -0.14 -0.53  0.21
H 0.16 1.77 -1.39  0.11

Output
Molar mass   169.94 g/mol
HOMO energy (alpha / beta)   -14.277 / -14.249 eV
Charge   +1
HOMO-LUMO gap (alpha / beta)   5.997 / 6.053 eV

=====

Q | A cluster of 2 separate species, CH2BrN2O3 in total, computed with ωB97M-V/def2-TZVPD.

Last column: Löwdin charge in e.
Cartesian coordinates (Å):
C 0.71 -0.07 0.13  -0.59
N 1.35 -1.23 -0.12  -0.20
N -1.44 -0.08 -0.01  0.10
O 2.07 -1.81 -0.79  0.34
O 0.96 -1.13 1.13  0.16
O -1.68 0.66 -1.02  0.01
Br 1.32 1.64 0.63  0.90
H -1.61 0.39 0.87  0.11
H -1.68 1.63 -0.81  0.16

Output
Molar mass   169.94 g/mol
HOMO energy (alpha / beta)   -14.726 / -14.727 eV
Charge   +1
HOMO-LUMO gap (alpha / beta)   7.348 / 7.351 eV

=====

It comes down to Q, which is 7.6 kcal/mol more stable than the next structure.